1.
Below is C27H22Cl2LuNO5S2 as an isolated structure in a non-equilibrium geometry, with properties calculated with ωB97M-V/def2-TZVPD.

Element x y z (Å)
1 Lu 0.5578 -0.6527 0.7880
2 O 3.5628 -4.0331 -0.0928
3 C 2.8844 -3.0022 0.2930
4 O 1.6531 -2.9353 0.3141
5 C 3.6845 -1.8337 0.7932
6 C 5.0673 -1.6876 0.8170
7 C 5.5848 -0.5453 1.4336
8 C 4.7353 0.3847 2.0170
9 C 3.3547 0.1584 1.9515
10 N 2.8661 -0.9246 1.3299
11 C 2.2593 0.8945 2.6627
12 O 2.4910 1.9778 3.3481
13 O 1.1464 0.3432 2.7187
14 H 3.0271 -4.8052 -0.3603
15 H 5.7076 -2.4354 0.3740
16 H 6.6552 -0.4029 1.4840
17 H 5.1440 1.2501 2.5156
18 H 3.3853 2.3521 3.2872
19 Cl 1.3969 -0.7491 -1.7370
20 C 2.1685 0.7381 -2.2458
21 C 2.7180 0.8043 -3.5122
22 C 3.3392 1.9774 -3.9158
23 C 3.3999 3.0691 -3.0663
24 C 2.8376 2.9922 -1.7998
25 Cl 2.9132 4.3369 -0.7464
26 C 2.2018 1.8154 -1.3573
27 S 1.4861 1.7625 0.2472
28 H 2.6667 -0.0462 -4.1710
29 H 3.7848 2.0349 -4.8954
30 H 3.8831 3.9831 -3.3804
31 O -1.2437 -0.0062 0.1796
32 S -1.9368 0.5114 -1.0878
33 C -2.1455 -1.0589 -2.0526
34 C -2.8186 -2.1320 -1.2656
35 C -4.1191 -2.4969 -1.6048
36 C -4.7635 -3.5230 -0.9403
37 C -4.1220 -4.1816 0.0946
38 C -2.8435 -3.7986 0.4747
39 C -2.1861 -2.7830 -0.2040
40 C -3.6519 0.7986 -0.5169
41 C -3.5212 1.7674 0.6187
42 C -3.7868 1.3542 1.9178
43 C -3.5833 2.2220 2.9777
44 C -3.0937 3.4955 2.7447
45 C -2.8458 3.9187 1.4473
46 C -3.0578 3.0584 0.3856
47 H -1.1347 -1.3431 -2.3507
48 H -2.7150 -0.7864 -2.9400
49 H -4.6161 -1.9889 -2.4171
50 H -5.7602 -3.8050 -1.2382
51 H -4.6144 -4.9985 0.5967
52 H -2.3589 -4.3063 1.2946
53 H -1.1379 -2.5246 0.0789
54 H -4.0831 -0.1520 -0.2047
55 H -4.1939 1.2052 -1.3696
56 H -4.1725 0.3604 2.0935
57 H -3.7985 1.8991 3.9843
58 H -2.9045 4.1614 3.5717
59 H -2.4819 4.9163 1.2629
60 H -2.8717 3.3946 -0.6254

Computed properties:
Spin multiplicity: 1
Total energy (hartree): -4424.977590
Net charge: +2
HOMO level (eV): -13.29
Energy relative to the best compared isomer or geometry (same formula, charge and spin) (kcal/mol): 22.8

Mulliken atomic charge list, values in e, 6 entries: Lu 1.36; O -0.41; C 0.22; O -0.57; C 0.54; C -0.63



2.
Below is a 8-piece molecular cluster, C21H51F5O12S2 overall in a non-equilibrium geometry, with properties calculated with ωB97M-V/def2-TZVPD.

Element x y z (Å)
1 C 2.9871 3.0278 -0.1821
2 C 2.7004 1.5424 0.3213
3 O 3.5014 0.5183 -0.2853
4 C 3.3203 0.4311 -1.7119
5 C 1.8201 0.2435 -2.1961
6 C 1.2015 -1.1885 -1.7924
7 C -0.3865 -1.2078 -1.7923
8 C -1.0573 -0.1675 -0.7750
9 C -1.9192 -0.8738 0.3818
10 S -1.0656 -2.2788 1.2899
11 O -3.1274 -1.4344 -0.2251
12 S -4.5277 -0.7884 0.4477
13 O -5.5085 -0.3668 -0.6004
14 O -5.0949 -1.8084 1.3935
15 O -3.8460 0.5729 1.1738
16 C -2.5188 0.0814 1.5366
17 C -1.5706 1.1801 2.1971
18 C -2.1933 2.6682 2.1489
19 C -2.0095 3.3021 0.6836
20 C -3.3155 3.9683 0.0921
21 F -4.5063 3.3455 0.4824
22 F -3.3247 5.3414 0.4637
23 C -3.3410 3.9722 -1.5225
24 F -2.8324 2.7967 -2.0701
25 F -2.6513 5.0908 -2.0307
26 F -4.6536 4.0885 -1.9550
27 H 3.6760 3.6250 0.4999
28 H 3.3593 3.1131 -1.2451
29 H 1.9790 3.5770 -0.1572
30 H 2.9649 1.5260 1.4366
31 H 1.5739 1.3232 0.2952
32 H 3.8830 -0.5124 -2.0427
33 H 3.8639 1.2878 -2.2478
34 H 1.8407 0.2507 -3.3407
35 H 1.1213 1.0784 -1.8820
36 H 1.5323 -1.9028 -2.6264
37 H 1.6707 -1.6154 -0.8403
38 H -0.7235 -2.2530 -1.5148
39 H -0.8072 -0.9581 -2.8279
40 H -0.2338 0.3997 -0.2411
41 H -1.7048 0.5840 -1.3422
42 H -1.0858 -3.2808 0.3149
43 H -2.6668 -0.6577 2.3877
44 H -1.4515 0.9097 3.2980
45 H -0.5179 1.1904 1.7645
46 H -3.2653 2.6483 2.5105
47 H -1.6133 3.3504 2.8594
48 H -1.5744 2.4767 0.0311
49 H -1.2106 4.1199 0.7366
50 C 6.1493 -3.0450 -1.3704
51 O 5.2933 -3.0001 -2.5045
52 H 5.8651 -2.2466 -0.6852
53 H 6.0444 -4.0085 -0.8649
54 H 7.1866 -2.8999 -1.6831
55 H 5.5630 -3.7130 -3.0940
56 C 2.3239 -4.3171 3.2414
57 O 1.0665 -4.4774 2.5970
58 H 3.0405 -3.9208 2.5224
59 H 2.2241 -3.6173 4.0749
60 H 2.6745 -5.2842 3.6059
61 H 0.4538 -4.8281 3.2532
62 C 1.3908 -8.2523 3.0001
63 O 1.7128 -7.3799 4.0761
64 H 2.1574 -8.1581 2.2315
65 H 1.3620 -9.2849 3.3565
66 H 0.4213 -7.9772 2.5777
67 H 1.0222 -7.4811 4.7410
68 C -8.0425 -3.7488 1.8649
69 O -7.6302 -4.1303 0.5617
70 H -8.7692 -4.4740 2.2313
71 H -7.1788 -3.7328 2.5347
72 H -8.5060 -2.7594 1.8305
73 H -6.9894 -3.4732 0.2629
74 C 5.7916 -5.1898 5.0971
75 O 5.3568 -4.5311 3.9160
76 H 6.1213 -4.4395 5.8154
77 H 4.9658 -5.7629 5.5270
78 H 6.6256 -5.8568 4.8639
79 H 5.0712 -5.2140 3.2987
80 C 0.5374 6.3261 -4.0786
81 O -0.2441 5.2026 -3.6945
82 H 1.3583 5.9850 -4.7090
83 H -0.0787 7.0323 -4.6411
84 H 0.9444 6.8139 -3.1886
85 H -0.9615 5.5296 -3.1392
86 C -1.8511 9.9860 -5.6063
87 O -1.2605 8.9765 -6.4132
88 H -1.1350 10.7977 -5.4813
89 H -2.7509 10.3705 -6.0932
90 H -2.1055 9.5751 -4.6256
91 H -1.9114 8.2719 -6.5089

Computed properties:
Spin multiplicity: 1
Total energy (hartree): -3029.055683
Net charge: 0
HOMO level (eV): -9.76
SMILES: CCOCCCCC[C@]1(S)OS(=O)(=O)O[C@@H]1CCCC(F)(F)C(F)(F)F.CO.CO.CO.CO.CO.CO.CO
Energy relative to the best compared isomer or geometry (same formula, charge and spin) (kcal/mol): 86.8

Mulliken atomic charge list, values in e, 6 entries: C -0.88; C 0.89; O -0.44; C -0.55; C -0.38; C -0.48



3.
Below is a 4-piece molecular cluster, C10H27BN4O9 overall, with properties calculated with ωB97M-V/def2-TZVPD.

Element x y z (Å)
1 C 0.4548 2.3447 -0.7856
2 C 1.9507 2.0993 -0.7350
3 O 2.5867 3.0779 0.1041
4 C 2.3349 0.7129 -0.2350
5 N 1.7111 -0.4128 -0.9126
6 C 0.7325 -1.2070 -0.1786
7 C -0.6449 -1.1769 -0.8097
8 O -1.5532 -1.8580 0.0722
9 B -2.6937 -1.1442 0.3631
10 C -3.6904 -0.6866 -0.7586
11 C -4.3453 0.6754 -0.4673
12 O -5.7547 0.6194 -0.2693
13 H -0.0029 2.0896 0.1740
14 H -0.0340 1.7831 -1.5775
15 H 0.2722 3.4025 -0.9710
16 H 2.3705 2.2810 -1.7265
17 H 2.1843 2.9924 0.9711
18 H 3.4228 0.6369 -0.3156
19 H 2.1057 0.6729 0.8328
20 H 1.3707 -0.1571 -1.8281
21 H 1.0564 -2.2455 -0.1197
22 H 0.6251 -0.8482 0.8464
23 H -0.6428 -1.6720 -1.7833
24 H -0.9334 -0.1323 -0.9476
25 H -2.8668 -0.8812 1.5100
26 H -3.1988 -0.6699 -1.7318
27 H -4.4843 -1.4391 -0.7696
28 H -4.1211 1.3628 -1.2870
29 H -3.9581 1.1066 0.4539
30 H -6.1562 0.3367 -1.0917
31 C 1.1161 -6.2070 -0.3036
32 N 2.1490 -5.1859 -0.6345
33 O 3.2765 -5.3633 -0.2276
34 O 1.7783 -4.2351 -1.2899
35 H 1.5845 -6.9876 0.2828
36 H 0.3313 -5.7003 0.2497
37 H 0.7268 -6.5863 -1.2430
38 C -2.2847 -0.9542 5.8121
39 N -2.4160 -0.8118 4.3339
40 O -1.4088 -0.5756 3.6996
41 O -3.5290 -0.9407 3.8758
42 H -1.2441 -0.8149 6.0772
43 H -2.9212 -0.2003 6.2643
44 H -2.6374 -1.9473 6.0720
45 C 4.0187 5.0557 -2.0716
46 N 3.7902 4.8801 -3.5315
47 O 4.7497 4.6672 -4.2416
48 O 2.6403 4.9544 -3.9157
49 H 5.0799 4.9579 -1.8785
50 H 3.6518 6.0412 -1.8027
51 H 3.4504 4.2904 -1.5537

Computed properties:
Spin multiplicity: 1
Total energy (hartree): -1317.942762
Net charge: 0
HOMO level (eV): -8.54
SMILES: C[C@@H](O)CNCCOBCCO.C[N+](=O)[O-].C[N+](=O)[O-].C[N+](=O)[O-]

Mulliken atomic charge list, values in e, 6 entries: C -1.33; C 0.55; O -0.58; C -1.07; N -0.12; C -0.32